Entry from the OMol25 dataset: a 2-piece molecular cluster, C2H5N2O2 overall (the ωB97M-V functional and the def2-TZVPD basis).

XYZ file:
```
11
Properties=species:S:1:pos:R:3
C 0.22 1.18 0.71
C -1.06 1.06 -0.01
N -0.30 -1.24 -1.27
N 0.54 -1.95 -0.73
O 1.22 -1.53 0.27
O 0.74 -3.11 -1.18
H 0.85 1.99 0.32
H 0.09 1.33 1.79
H 0.79 0.23 0.62
H -1.23 1.54 -0.95
H -1.85 0.48 0.42
```

Kohn-Sham gap (spin up / spin down), eV: 8.52 / 8.14
HOMO level (spin up / spin down), eV: -4.2 / -3.6
E_tot, eV: -9224.966
LUMO energy (spin up / spin down), eV: 4.325 / 4.513
Charge: -1
Energy above the lowest of the compared OMol25 structures with the same formula, charge and spin, eV: 7.194
F_max, eV/A: 1.838

Here are the Mulliken charges for atoms 1 to 2, given in e: C -0.482; C -0.710